Molecular formula: C36H48BrF13NO14
Method: DFT, ωB97M-V/def2-TZVPD

Geometry as XYZ:
```
113
Properties=species:S:1:pos:R:3:forces:R:3
F 6.7821 5.7589 -3.4357 0.9390 0.0507 -0.8909
C 5.7683 5.6531 -2.6270 -0.8927 -0.0595 0.0063
F 5.3076 6.8620 -2.3622 -0.3500 0.6555 -0.0536
F 6.1744 5.1276 -1.5017 0.3495 -0.6624 1.0080
C 4.6537 4.7347 -3.2729 -0.5299 0.0427 0.0106
F 4.4615 3.6523 -2.4858 0.0990 0.1003 -0.1570
F 5.0781 4.3321 -4.4766 0.0268 -0.0270 0.0328
C 3.2608 5.4338 -3.4239 0.0260 -0.1055 0.1619
F 3.3846 6.4758 -4.2647 0.0314 -0.1218 0.0190
F 2.8798 5.8762 -2.2072 0.0043 -0.0420 -0.2191
C 2.1226 4.4905 -3.9473 -0.1077 -0.1255 0.0886
F 2.5935 3.7200 -4.9560 -0.1964 0.2755 0.3739
F 1.7082 3.6894 -2.9397 0.2908 0.1472 -0.3340
C 0.8459 5.2047 -4.5130 -0.3933 -0.2997 0.2030
F 1.1506 5.8414 -5.6474 -0.0132 -0.0090 -0.1545
F -0.0213 4.1778 -4.8262 0.3115 0.4249 0.0809
C 0.0401 6.1921 -3.6093 0.3780 -0.1416 0.4349
F 0.7759 7.3334 -3.4908 -0.4948 -0.5752 -0.0420
F -0.0795 5.6287 -2.3589 0.0040 0.5006 -0.7796
C -1.3510 6.5120 -4.1914 -0.0875 0.0825 -0.0095
C -2.4295 5.5434 -3.6572 0.2710 0.1568 0.1761
N -3.4223 5.1494 -4.7535 0.1476 -0.0745 0.2728
Br -3.4311 3.2876 -5.1043 -0.1435 -0.0360 -0.3601
H -1.2845 6.4598 -5.2923 0.1092 0.0668 0.3693
H -1.5784 7.5590 -3.9267 0.0961 -0.4706 -0.0788
H -3.0344 5.9827 -2.8512 0.3410 -0.3000 -0.2509
H -1.9961 4.6017 -3.2915 -0.2745 0.4848 -0.0544
H -4.3731 5.3987 -4.4729 0.0570 -0.0478 -0.0404
H -3.2208 5.5966 -5.6499 -0.0072 0.0652 0.1158
O -3.5914 4.5365 -1.0653 -0.0930 0.0245 0.0869
C -3.3521 3.3591 -1.0039 -0.0445 -0.0582 -0.0266
O -2.9057 2.7094 -2.1077 0.0589 0.0211 -0.0811
C -2.7758 1.2919 -1.8421 0.0009 -0.2036 0.1745
C -2.6346 1.1945 -0.3301 0.1155 0.1246 0.0080
C -3.4695 2.3848 0.1421 0.1922 0.0131 -0.0896
H -3.6782 0.7949 -2.2060 -0.0033 0.0234 0.0116
H -1.9141 0.9195 -2.3923 0.0078 0.0757 -0.0109
H -2.9773 0.2459 0.0678 -0.0468 -0.0357 0.0005
H -1.5904 1.3365 -0.0472 0.0050 -0.0419 0.0084
H -4.5225 2.1223 0.2660 -0.0140 0.0043 0.0337
H -3.1128 2.8447 1.0599 -0.0909 0.0120 0.0364
O -4.4894 -0.7122 1.3619 -0.0763 0.0798 0.1084
C -4.2052 -1.2076 2.4235 -0.0096 -0.0713 -0.1196
O -3.2277 -2.1244 2.5206 0.0039 0.0282 0.0646
C -3.1436 -2.6356 3.8759 -0.0489 -0.0116 0.0661
C -3.7859 -1.5542 4.7362 0.0465 -0.0433 -0.0810
C -4.8214 -0.9639 3.7826 0.1786 0.0123 0.0663
H -3.6794 -3.5853 3.9050 0.0004 0.0058 0.0090
H -2.0971 -2.8243 4.0965 0.0141 0.0253 -0.0590
H -4.1987 -1.9367 5.6646 -0.0117 0.0012 -0.0482
H -3.0471 -0.7934 4.9886 -0.0046 -0.0067 0.0490
H -5.7743 -1.4958 3.8200 -0.0248 0.0176 -0.0033
H -5.0087 0.0959 3.9315 -0.0928 -0.0154 -0.0052
O -5.1515 0.0506 7.1152 -0.0135 0.0385 0.0941
C -4.8544 -0.4139 8.1784 -0.0747 -0.0070 -0.0730
O -3.8700 -1.3346 8.3037 0.0331 -0.0323 -0.0180
C -3.7826 -1.7999 9.6635 -0.0155 -0.0068 0.0571
C -4.4152 -0.6940 10.5028 -0.0147 0.0479 -0.0745
C -5.4606 -0.1341 9.5398 0.1894 0.0054 0.0603
H -4.3314 -2.7409 9.7358 -0.0140 0.0035 0.0187
H -2.7352 -1.9831 9.8875 0.0084 0.0169 -0.0294
H -4.8193 -1.0582 11.4443 -0.0321 -0.0316 -0.0249
H -3.6709 0.0713 10.7255 0.0073 -0.0096 0.0173
H -6.4100 -0.6697 9.5988 -0.0234 0.0173 -0.0001
H -5.6515 0.9296 9.6513 -0.0804 -0.0116 -0.0273
O 0.9056 0.9299 2.4798 0.1143 0.0502 -0.1853
C 1.5042 0.7119 1.4665 -0.1015 -0.0467 0.1798
O 0.9329 0.0463 0.4296 -0.0438 0.0434 -0.0881
C 1.8906 -0.1575 -0.6260 0.0700 -0.0626 -0.0458
C 2.9557 0.9125 -0.4171 -0.0828 0.1530 0.0703
C 2.9306 1.0774 1.1012 -0.0593 0.0439 -0.1406
H 2.2953 -1.1666 -0.5306 0.0328 0.0148 -0.0119
H 1.3661 -0.0768 -1.5760 -0.0241 -0.0037 0.0253
H 3.9215 0.6302 -0.8260 0.0220 -0.1173 0.0269
H 2.6390 1.8447 -0.8929 0.0043 -0.0298 0.0038
H 3.5966 0.3742 1.6046 0.0203 0.0081 0.0115
H 3.1566 2.0821 1.4481 0.0321 -0.0319 0.0837
O -2.4335 -5.8854 2.7862 -0.0348 0.0596 -0.0916
C -2.5283 -5.8801 1.5897 0.0817 -0.0442 0.1138
O -2.7718 -7.0061 0.8851 -0.0186 -0.0237 -0.0153
C -2.7425 -6.7269 -0.5310 0.0050 0.0438 -0.0674
C -3.0247 -5.2331 -0.6451 -0.0308 0.0308 0.0928
C -2.4044 -4.7021 0.6453 -0.1342 -0.1586 -0.1339
H -1.7558 -6.9815 -0.9137 -0.0031 -0.0090 -0.0321
H -3.4881 -7.3523 -1.0157 -0.0133 -0.0384 0.0754
H -2.6129 -4.8000 -1.5540 0.0637 -0.0317 0.0125
H -4.1015 -5.0550 -0.6371 -0.0030 0.0030 -0.0180
H -1.3431 -4.4739 0.5256 0.0163 0.0138 0.0289
H -2.9013 -3.8404 1.0754 0.0739 0.0999 -0.0340
O 5.8002 -0.7675 -1.7837 0.1009 0.1961 -0.0641
C 6.6077 0.0989 -1.9778 -0.2140 -0.1425 0.0296
O 7.5639 0.4035 -1.0774 0.0542 0.0115 0.0767
C 8.3230 1.5469 -1.5106 0.0304 0.0651 -0.0440
C 8.1323 1.6037 -3.0240 -0.0624 -0.0891 0.0272
C 6.7290 1.0198 -3.1767 0.2225 -0.0373 -0.0398
H 7.9201 2.4300 -1.0098 -0.0045 0.0172 -0.0118
H 9.3538 1.4041 -1.1986 -0.0081 -0.0409 0.0132
H 8.2522 2.6068 -3.4276 -0.0383 0.0241 0.0292
H 8.8575 0.9534 -3.5136 0.0191 0.0153 0.0033
H 5.9513 1.7796 -3.0879 -0.0316 -0.0137 -0.0319
H 6.5734 0.4615 -4.0960 -0.0920 0.0184 0.0097
O 0.2376 -6.6785 -2.1761 0.1557 -0.0089 0.0052
C 0.9086 -7.6125 -1.8346 -0.1167 0.0761 0.0702
O 0.4008 -8.8612 -1.7642 -0.0338 -0.0316 -0.0145
C 1.3738 -9.7747 -1.2238 0.0630 -0.0192 0.0292
C 2.7243 -9.1123 -1.4809 -0.0470 0.0709 -0.0396
C 2.3612 -7.6303 -1.3998 0.0149 -0.1622 -0.1274
H 1.1673 -9.8978 -0.1591 0.0180 0.0064 0.0111
H 1.2471 -10.7320 -1.7221 -0.0237 0.0174 -0.0257
H 3.4894 -9.4277 -0.7757 -0.0268 0.0195 0.0407
H 3.0685 -9.3538 -2.4872 0.0074 -0.0180 0.0063
H 2.4076 -7.2474 -0.3785 0.0088 0.0295 0.0022
H 2.9525 -6.9850 -2.0436 -0.0067 0.0620 0.0559
```
Positions in Å, forces in eV/Å.

Summary:
**Charge**: +1
**Kohn-Sham gap**: 6.22 eV
**Highest occupied orbital energy**: -10.98 eV
**E**: -6380.80626 a.u.


Molecular formula: C36H48BrF7NO18PS
Method: DFT, ωB97M-V/def2-TZVPD

Geometry as XYZ:
```
113
Properties=species:S:1:pos:R:3:forces:R:3
C -2.3649 3.1985 2.1728 0.6823 -2.0217 0.2344
C -1.2761 2.6773 2.4135 -0.1156 0.1769 -1.3968
C 0.1410 1.9649 2.6136 -4.6049 0.7374 0.0956
Br -0.5970 0.4091 3.7097 0.6780 0.2302 -0.4642
O 0.7013 2.7214 3.6524 1.6089 0.1131 -1.0444
S 1.9111 3.7831 3.5358 1.1269 4.5832 5.8022
O 2.5531 3.6715 4.8805 -0.5219 -1.7163 -3.2669
O 1.5300 5.2052 3.4767 -0.4613 -2.9513 -2.1953
C 2.9954 3.1963 2.1566 1.4347 -1.2768 -0.5793
N 4.3895 3.0660 2.7718 0.0479 1.7046 0.2288
C 4.8813 4.1753 3.1083 -1.4192 1.0016 0.5671
O 5.1703 5.2711 3.4219 0.3138 -2.6810 -0.5614
P 3.4446 4.4513 0.8072 -1.1360 2.4407 -2.3869
O 3.0102 5.8772 1.0090 0.3743 -1.7544 0.2567
C 2.5560 1.6985 1.6766 2.5035 -0.8290 1.9886
C 3.5579 1.1918 0.5894 0.6024 -0.8970 -1.3069
C 4.7058 1.7258 -0.0170 0.2259 0.6907 1.7366
C 2.9593 0.7846 2.9647 -1.6570 -0.5204 1.9766
C 4.2047 -0.1522 2.9781 1.7989 -0.6282 2.4016
C 5.3011 0.3518 4.0601 -0.2756 -0.9365 -0.5129
O 3.8205 -1.4661 3.5541 -0.3208 0.4481 -1.8062
C 0.9558 1.5805 1.2779 1.3308 0.6748 -0.5358
C 0.5133 2.5389 0.0338 -2.3779 -0.4309 -1.2681
C 1.1318 2.2306 -1.3993 0.2146 -0.6166 -1.4346
C 0.2655 4.0921 0.2762 -0.6404 1.5686 0.0456
C 0.5965 5.1567 -0.8490 -0.9019 1.2484 -0.1423
C -0.0735 6.5490 -0.3625 -0.2689 -0.5674 -0.0907
C 0.5832 0.1072 0.7790 2.2205 -3.3201 -0.3629
F 1.3088 -0.3816 -0.3664 -1.1487 2.1901 1.1403
F 1.0410 -0.9839 1.6096 -1.0259 2.1592 0.1051
C -0.8778 -0.3219 0.4015 -2.7134 -1.1664 -2.3817
F -1.0215 -0.2754 -1.0275 0.6270 0.3010 2.3733
F -1.9921 0.3593 0.8413 2.1769 -0.3783 0.0296
C -1.2526 -1.8832 0.6761 -2.0013 -0.3593 -0.8903
F -1.4876 -2.1698 2.0029 1.1517 0.1589 -2.4817
F -2.5203 -2.0203 0.0477 2.3280 0.1582 1.2061
F -0.4390 -2.7706 0.0059 -1.1048 1.5598 1.9624
H -3.4649 3.2531 1.9338 1.9668 0.4248 0.5488
H 2.9203 3.8690 -0.4094 0.2302 0.0738 0.9499
H 4.8495 4.4845 0.4601 -0.6981 -0.7055 0.8347
H 3.5036 0.0638 0.3799 -1.5626 1.8664 -0.9413
H 4.8965 1.8516 -1.1251 0.0904 -1.9218 1.2318
H 5.5783 2.0259 0.6597 -1.7025 1.2800 -1.0077
H 3.0666 1.3767 3.9429 -0.0385 -0.1782 -1.7603
H 2.0961 0.1267 3.3309 1.1049 0.6949 -1.1321
H 4.8092 -0.4389 2.0878 -0.8993 1.0108 0.1043
H 4.7983 0.5932 5.0542 0.6084 -0.0490 -1.4028
H 5.9619 -0.5545 4.2445 -0.6504 1.2134 -0.2392
H 5.9276 1.1956 3.6524 -0.8172 -0.8459 0.6294
H 3.5391 -1.9639 2.7526 -0.0195 0.1765 1.1043
H -0.5745 2.1867 -0.1457 1.5404 0.4233 0.4919
H 2.2442 2.0836 -1.4548 -1.0603 0.0950 0.3498
H 0.9033 3.0187 -2.1856 0.1482 -0.4378 1.5477
H 0.6623 1.3230 -1.9174 0.7023 1.0038 1.2327
H -0.8574 4.3142 0.3702 1.6192 -0.8863 0.1198
H 0.6690 4.5327 1.2362 -0.1571 -0.6883 -0.8649
H 1.6688 5.3946 -1.0651 -0.8819 -0.6384 0.2463
H 0.0463 4.9219 -1.8209 0.9962 0.0141 1.3219
H 0.0034 6.6589 0.7600 0.1646 0.0017 -1.2371
H -1.1755 6.5281 -0.6878 2.1586 0.2252 1.2130
H 0.4375 7.4219 -0.8853 -0.6890 -1.0842 0.7656
C 7.9587 -4.1639 -0.1684 0.2593 0.0206 -0.3894
C 8.0643 -2.8578 0.5847 -0.1175 -1.0139 -0.2725
C 6.7324 -2.2926 0.9877 -0.3390 -0.1950 0.5567
O 7.0192 -0.9005 1.0921 0.3202 0.1333 -0.3302
C 8.0297 -0.6521 0.2087 0.2966 0.6425 -0.2957
O 8.3772 0.4384 -0.1253 -0.2180 -0.4729 0.1896
O 8.5809 -1.8134 -0.2430 -0.2737 0.5855 0.3031
H 7.3198 -4.0597 -1.0494 -0.0321 0.0663 0.1318
H 8.9400 -4.4805 -0.5284 -0.0517 -0.0244 0.1441
H 7.5488 -4.9489 0.4702 0.0491 0.0865 0.0245
H 8.7341 -2.9693 1.4439 -0.1095 0.0850 0.0292
H 6.3762 -2.6940 1.9378 0.0160 0.2595 0.0226
H 5.9567 -2.4278 0.2272 0.1293 -0.1346 -0.0746
C -4.3443 -4.2138 1.4335 0.0780 0.1084 0.4739
C -4.0608 -5.6830 1.2227 -0.1687 1.0900 -0.1309
C -5.2001 -6.4232 0.5855 -0.1997 -0.0266 -0.5523
O -4.9780 -7.7584 1.0348 0.2754 -0.0606 0.4882
C -4.3539 -7.6533 2.2441 0.0784 -0.4851 0.4833
O -4.2077 -8.5581 3.0071 -0.0462 0.3996 -0.3685
O -3.9263 -6.3771 2.4649 -0.1647 -0.7072 -0.1758
H -5.2543 -4.0688 2.0216 -0.0094 -0.1321 -0.1410
H -3.5326 -3.7421 1.9908 -0.0016 -0.0429 -0.1566
H -4.4600 -3.6989 0.4785 0.0233 -0.0965 0.0425
H -3.1284 -5.8116 0.6617 -0.0713 -0.0969 -0.0276
H -5.1790 -6.3654 -0.5039 0.0053 -0.2033 0.0724
H -6.1805 -6.0991 0.9426 0.1722 0.1662 0.0542
C -3.5601 5.3701 -6.5541 -0.2912 0.3625 0.0850
C -2.3913 5.4236 -5.5973 -0.6161 -0.1632 -0.8408
C -2.1215 4.1147 -4.9120 0.3039 -0.4878 -0.2606
O -1.4722 4.5343 -3.7148 -0.1910 0.4496 0.1905
C -1.9629 5.7756 -3.4296 -0.0907 0.4672 0.5038
O -1.8047 6.3403 -2.3892 -0.7179 -0.4800 -1.6441
O -2.6604 6.2798 -4.4853 0.4521 -0.2720 0.5181
H -4.4659 5.0236 -6.0497 0.1379 -0.0593 0.0273
H -3.7810 6.3648 -6.9471 0.1107 -0.0929 -0.0555
H -3.3476 4.7012 -7.3905 0.0626 0.0503 0.0618
H -1.5008 5.8048 -6.1084 0.0296 -0.0895 0.0910
H -1.4791 3.4578 -5.4994 0.0959 0.0540 0.2296
H -3.0325 3.5746 -4.6375 -0.0562 0.1158 -0.1267
C -8.1486 -6.9449 -4.1870 0.2676 0.3638 -0.1691
C -8.0649 -6.9525 -2.6779 -0.1196 -0.3238 -1.0269
C -9.4057 -7.0322 -2.0065 -0.3339 -0.5321 0.0904
O -9.1409 -6.4321 -0.7415 0.4323 0.4398 -0.0387
C -8.1355 -5.5358 -0.9473 0.0562 0.6402 0.5407
O -7.8035 -4.7006 -0.1574 -0.1707 -0.5500 -0.5421
O -7.5642 -5.7129 -2.1721 -0.1813 0.0744 0.6770
H -8.7880 -6.1321 -4.5415 -0.0351 -0.0849 0.1236
H -7.1618 -6.7819 -4.6260 -0.0505 -0.1410 0.0439
H -8.5466 -7.8909 -4.5591 0.0490 0.0228 0.0899
H -7.3943 -7.7499 -2.3401 -0.1024 0.0153 0.0876
H -9.7565 -8.0581 -1.8904 0.0241 0.1273 0.2235
H -10.1778 -6.4437 -2.5110 0.1288 -0.0202 -0.1283
```
Positions in Å, forces in eV/Å.

Summary:
**Structure (SMILES)**: C#C[C@]1(Br)OS(=O)(=O)[C@](N=C=O)([PH2]=O)[C@@](C=C)(C[C@@H](C)O)[C@@]1([C@H](C)CCC)C(F)(F)C(F)(F)C(F)(F)F.C[C@@H]1COC(=O)O1.C[C@@H]1COC(=O)O1.C[C@@H]1COC(=O)O1.C[C@@H]1COC(=O)O1
**Kohn-Sham gap**: 7.88 eV
**Highest occupied orbital energy**: -8.68 eV
**E**: -6821.84866 a.u.
**ΔE to the lowest compared entry with this formula, charge and spin**: 0.0 kJ/mol


Which of these has the highest E?
C36H48BrF13NO14